(1)
{
  "formula": "C36H99AsF6N9O9",
  "method": "ωB97M-V with the def2-TZVPD basis set",
  "elements": ["As", "F", "F", "F", "F", "F", "F", "C", "C", "C", "O", "C", "N", "H", "H", "H", "H", "H", "H", "H", "H", "H", "H", "H", "C", "C", "C", "O", "C", "N", "H", "H", "H", "H", "H", "H", "H", "H", "H", "H", "H", "C", "C", "C", "O", "C", "N", "H", "H", "H", "H", "H", "H", "H", "H", "H", "H", "H", "C", "C", "C", "O", "C", "N", "H", "H", "H", "H", "H", "H", "H", "H", "H", "H", "H", "C", "C", "C", "O", "C", "N", "H", "H", "H", "H", "H", "H", "H", "H", "H", "H", "H", "C", "C", "C", "O", "C", "N", "H", "H", "H", "H", "H", "H", "H", "H", "H", "H", "H", "C", "C", "C", "O", "C", "N", "H", "H", "H", "H", "H", "H", "H", "H", "H", "H", "H", "C", "C", "C", "O", "C", "N", "H", "H", "H", "H", "H", "H", "H", "H", "H", "H", "H", "C", "C", "C", "O", "C", "N", "H", "H", "H", "H", "H", "H", "H", "H", "H", "H", "H"],
  "coordinates": [[12.28, -9.24, 13.36], [11.59, -10.67, 14.13], [12.41, -8.50, 14.95], [12.82, -7.75, 12.57], [12.19, -9.96, 11.78], [10.67, -8.49, 13.09], [13.92, -9.86, 13.62], [7.23, -11.12, 11.49], [7.22, -11.60, 12.95], [8.20, -10.87, 13.91], [8.02, -11.33, 15.23], [8.98, -10.79, 16.15], [5.85, -11.48, 13.44], [6.57, -11.74, 10.89], [8.23, -11.19, 11.04], [6.89, -10.09, 11.38], [7.34, -12.68, 13.05], [8.00, -9.80, 13.88], [9.21, -11.13, 13.59], [9.95, -11.27, 16.03], [8.61, -10.77, 17.17], [9.12, -9.75, 15.84], [5.88, -11.83, 14.39], [5.60, -10.50, 13.54], [9.87, -14.41, 19.01], [10.81, -14.04, 17.88], [11.54, -12.72, 18.21], [12.33, -12.44, 17.08], [12.95, -11.17, 17.12], [11.80, -15.11, 17.70], [10.50, -14.61, 19.88], [9.23, -15.23, 18.69], [9.23, -13.56, 19.30], [10.24, -13.86, 16.97], [12.17, -12.74, 19.11], [10.80, -11.93, 18.38], [13.55, -11.12, 18.04], [12.20, -10.38, 17.15], [13.63, -11.00, 16.29], [11.40, -16.02, 17.50], [12.24, -15.21, 18.61], [12.16, -2.98, 13.72], [11.72, -4.26, 14.48], [11.07, -3.92, 15.81], [12.01, -3.18, 16.61], [11.62, -3.09, 17.99], [10.73, -5.07, 13.76], [11.72, -2.11, 14.21], [11.80, -2.97, 12.69], [13.23, -2.78, 13.78], [12.62, -4.86, 14.71], [10.99, -4.86, 16.36], [10.12, -3.40, 15.70], [11.03, -3.96, 18.27], [10.93, -2.24, 17.90], [12.48, -2.94, 18.64], [10.75, -6.05, 14.01], [10.89, -5.02, 12.74], [10.62, -7.73, 21.87], [10.18, -6.92, 20.64], [10.09, -7.92, 19.44], [11.21, -8.74, 19.27], [12.35, -8.20, 18.59], [8.92, -6.25, 20.84], [11.51, -8.28, 21.55], [9.86, -8.45, 22.18], [10.81, -7.18, 22.79], [10.93, -6.13, 20.51], [9.76, -7.48, 18.49], [9.33, -8.68, 19.65], [12.19, -7.98, 17.54], [13.09, -9.00, 18.60], [12.75, -7.38, 19.19], [8.61, -5.87, 19.95], [8.91, -5.58, 21.59], [11.13, -13.29, 12.14], [11.66, -13.81, 13.49], [11.67, -15.31, 13.50], [12.23, -15.76, 14.76], [12.03, -17.15, 14.92], [12.92, -13.14, 13.77], [10.81, -12.25, 12.16], [10.22, -13.87, 11.95], [11.80, -13.41, 11.29], [11.07, -13.50, 14.36], [12.31, -15.77, 12.73], [10.65, -15.68, 13.41], [12.47, -17.42, 15.88], [12.56, -17.73, 14.15], [10.95, -17.30, 14.94], [12.72, -12.15, 13.68], [13.59, -13.33, 13.03], [15.98, -6.76, 16.53], [16.31, -7.64, 15.31], [16.07, -6.77, 14.09], [16.28, -7.51, 12.91], [16.10, -6.73, 11.75], [17.74, -8.03, 15.32], [16.20, -7.23, 17.48], [14.90, -6.58, 16.52], [16.47, -5.80, 16.37], [15.66, -8.51, 15.31], [16.61, -5.81, 14.09], [15.00, -6.48, 14.12], [16.11, -7.42, 10.91], [16.90, -6.00, 11.58], [15.16, -6.18, 11.84], [18.20, -7.50, 14.58], [18.13, -7.47, 16.08], [9.28, -6.14, 10.49], [10.75, -6.50, 10.23], [11.23, -6.20, 8.77], [12.63, -5.96, 8.76], [13.35, -7.18, 8.78], [11.53, -5.72, 11.20], [9.01, -5.10, 10.26], [8.90, -6.47, 11.46], [8.63, -6.68, 9.78], [10.73, -7.56, 10.48], [10.66, -5.38, 8.33], [10.90, -7.03, 8.13], [13.30, -7.67, 7.81], [12.97, -7.85, 9.56], [14.41, -6.95, 8.89], [12.31, -5.39, 10.64], [11.95, -6.41, 11.82], [10.13, -11.76, 9.55], [11.39, -11.61, 8.72], [11.48, -10.26, 8.01], [12.77, -10.09, 7.38], [12.79, -10.61, 6.06], [12.43, -11.67, 9.76], [10.24, -12.61, 10.22], [9.32, -11.91, 8.82], [9.92, -10.88, 10.15], [11.55, -12.41, 8.00], [11.52, -9.53, 8.81], [10.63, -10.03, 7.36], [12.97, -11.69, 6.07], [13.72, -10.29, 5.58], [11.92, -10.31, 5.47], [12.17, -11.31, 10.68], [13.13, -10.97, 9.50], [15.63, -11.43, 11.32], [16.71, -11.53, 12.40], [18.08, -11.85, 11.85], [18.98, -11.89, 12.94], [20.16, -12.63, 12.77], [16.64, -10.28, 13.20], [15.63, -10.55, 10.67], [14.64, -11.28, 11.77], [15.48, -12.32, 10.71], [16.26, -12.31, 13.02], [18.46, -11.17, 11.09], [17.85, -12.82, 11.38], [20.89, -12.28, 13.50], [20.55, -12.31, 11.80], [19.94, -13.68, 12.97], [15.68, -10.17, 13.51], [16.67, -9.51, 12.54]],
  "mulliken_charge": [2.1134, -0.5752, -0.5124, -0.7831, -0.2575, -0.6050, -0.2011, -0.9552, 0.3745, 0.2925, -0.4870, -0.3388, -0.8616, 0.3684, 0.0159, 0.3999, 0.2423, 0.2877, -0.5063, -0.1436, 0.3737, 0.2967, 0.3267, 0.2959, -1.6955, 0.7074, -0.8248, -0.1918, -0.6803, -0.4586, 0.3898, 0.4264, 0.3698, 0.1388, 0.4361, 0.1415, 0.6008, 0.1065, -0.0371, 0.2617, 0.2886, -1.5001, 1.7748, -0.6304, -0.3031, -0.5902, -0.6477, 0.3295, 0.4920, 0.3040, -0.6479, 0.1593, 0.2670, 0.1367, 0.3087, 0.2378, 0.1116, 0.3050, -1.4246, 0.8282, -0.8894, -0.2116, -0.9015, -0.7246, 0.2391, 0.3551, 0.4122, 0.1045, 0.4478, 0.2795, 0.3204, 0.2181, 0.4853, 0.2135, 0.2503, -1.2361, 1.1996, -1.2844, -0.1414, -0.9401, -0.3473, 0.0395, 0.5229, 0.5469, -0.3685, 0.4623, 0.3824, 0.2164, 0.3025, 0.3882, -0.1412, 0.3076, -1.8484, 1.4420, -0.5679, -0.1111, -0.8292, -0.6258, 0.4373, 0.3338, 0.5165, -0.6142, 0.4408, -0.0522, 0.1949, 0.3458, 0.2748, 0.2944, 0.3456, -2.1158, 1.9191, -0.5216, -0.5489, -0.0815, -0.5561, 0.4215, 0.3208, 0.5075, -0.8895, 0.4229, 0.2353, 0.2802, -0.1945, 0.2777, 0.3527, 0.1755, -1.1777, 0.4123, -0.3594, -0.2290, -0.8859, -0.4510, 0.5205, 0.5165, -0.2863, 0.2586, -0.3440, 0.6777, 0.2851, 0.2639, 0.3662, 0.1561, 0.1144, -1.1325, 0.6898, -1.0889, -0.2620, -0.7894, -0.4687, 0.3237, -0.1409, 0.5487, 0.3252, 0.3977, 0.3584, 0.2209, 0.3236, 0.2693, 0.3479, 0.0983],
  "relative_energy_kj_mol": 343.2,
  "homo_lumo_gap_ha": 0.3058,
  "homo_energy_ev": -5.963,
  "total_charge": -1,
  "e_lumo_ev": 2.359,
  "mol_weight_g_mol": 991.152,
  "spin_multiplicity": 1,
  "e_tot_ha": -5435.90336
}

---

(2)
{
  "formula": "C60H106N6O28",
  "method": "ωB97M-V with the def2-TZVPD basis set",
  "elements": ["C", "O", "C", "C", "N", "C", "C", "O", "C", "H", "H", "H", "H", "H", "H", "H", "H", "H", "H", "H", "H", "H", "H", "H", "C", "O", "C", "C", "N", "C", "C", "O", "C", "H", "H", "H", "H", "H", "H", "H", "H", "H", "H", "H", "H", "H", "H", "H", "C", "O", "C", "C", "N", "C", "C", "O", "C", "H", "H", "H", "H", "H", "H", "H", "H", "H", "H", "H", "H", "H", "H", "H", "C", "O", "C", "C", "N", "C", "C", "O", "C", "H", "H", "H", "H", "H", "H", "H", "H", "H", "H", "H", "H", "H", "H", "H", "C", "O", "C", "C", "N", "C", "C", "O", "C", "H", "H", "H", "H", "H", "H", "H", "H", "H", "H", "H", "H", "H", "H", "H", "C", "O", "C", "C", "N", "C", "C", "O", "C", "H", "H", "H", "H", "H", "H", "H", "H", "H", "H", "H", "H", "H", "H", "H", "C", "C", "C", "O", "C", "C", "C", "O", "O", "O", "H", "H", "H", "H", "C", "C", "C", "O", "C", "C", "C", "O", "O", "O", "H", "H", "H", "H", "C", "C", "C", "O", "C", "C", "C", "O", "O", "O", "H", "H", "H", "H", "C", "C", "C", "O", "C", "C", "C", "O", "O", "O", "H", "H", "H", "H"],
  "coordinates": [[24.04, 17.72, 10.73], [24.25, 18.00, 12.12], [24.92, 19.20, 12.32], [25.21, 19.27, 13.82], [25.81, 20.58, 14.07], [26.37, 20.77, 15.43], [26.53, 22.24, 15.78], [25.29, 22.80, 16.03], [25.36, 24.05, 16.63], [24.98, 17.67, 10.20], [23.37, 18.43, 10.24], [23.57, 16.73, 10.69], [24.30, 20.06, 11.99], [25.84, 19.26, 11.72], [25.89, 18.49, 14.21], [24.30, 19.16, 14.41], [25.11, 21.29, 13.90], [27.32, 20.21, 15.48], [25.65, 20.43, 16.20], [27.13, 22.72, 14.98], [27.08, 22.25, 16.72], [25.99, 24.07, 17.54], [24.36, 24.39, 16.85], [25.88, 24.70, 15.91], [18.84, 19.86, 22.49], [17.75, 18.97, 22.25], [18.08, 17.62, 22.39], [16.83, 16.76, 22.58], [16.05, 16.65, 21.35], [16.68, 15.81, 20.35], [15.73, 15.48, 19.17], [14.60, 14.90, 19.89], [13.54, 14.74, 18.96], [18.35, 20.78, 22.83], [19.51, 20.01, 21.62], [19.44, 19.46, 23.32], [18.66, 17.49, 23.34], [18.75, 17.26, 21.57], [16.21, 17.10, 23.41], [17.20, 15.74, 22.84], [15.18, 16.20, 21.57], [16.87, 14.78, 20.78], [17.66, 16.19, 20.07], [16.27, 14.73, 18.54], [15.43, 16.34, 18.57], [13.77, 14.10, 18.12], [13.43, 15.75, 18.56], [12.63, 14.42, 19.45], [16.87, 9.43, 11.07], [16.90, 10.85, 11.00], [17.97, 11.28, 10.14], [18.09, 12.74, 10.31], [18.53, 13.21, 11.69], [18.71, 14.63, 11.75], [19.86, 14.89, 12.74], [19.93, 16.26, 12.88], [21.02, 16.71, 13.62], [17.87, 9.05, 11.28], [16.49, 9.00, 10.13], [16.21, 9.10, 11.87], [17.73, 11.16, 9.07], [18.91, 10.75, 10.39], [17.12, 13.22, 10.07], [18.81, 13.18, 9.62], [17.78, 13.02, 12.33], [17.81, 15.17, 12.08], [19.01, 15.03, 10.77], [20.75, 14.37, 12.35], [19.58, 14.46, 13.73], [21.90, 16.79, 12.95], [21.29, 16.06, 14.47], [20.78, 17.75, 13.90], [24.70, 24.61, 12.24], [23.29, 24.78, 12.49], [22.83, 24.27, 13.76], [22.57, 22.79, 13.76], [21.50, 22.38, 12.80], [21.33, 20.97, 12.92], [19.95, 20.55, 12.44], [18.83, 21.05, 13.23], [18.73, 20.44, 14.45], [25.32, 25.31, 12.86], [24.89, 24.85, 11.20], [25.01, 23.56, 12.41], [21.90, 24.77, 14.01], [23.57, 24.47, 14.55], [22.30, 22.42, 14.76], [23.48, 22.24, 13.52], [20.65, 22.87, 13.00], [21.52, 20.56, 13.94], [22.08, 20.49, 12.29], [19.89, 19.45, 12.41], [19.73, 20.94, 11.46], [19.52, 20.83, 15.12], [18.76, 19.32, 14.43], [17.74, 20.73, 14.88], [23.13, 20.15, 17.37], [21.91, 19.48, 17.63], [21.67, 18.18, 17.08], [20.20, 18.01, 16.77], [19.47, 18.28, 18.03], [17.99, 18.43, 17.84], [17.58, 19.48, 18.88], [18.47, 20.54, 18.72], [18.17, 21.77, 19.37], [23.26, 20.97, 18.07], [23.21, 20.65, 16.39], [24.02, 19.48, 17.43], [22.02, 17.40, 17.79], [22.22, 18.06, 16.14], [20.01, 17.05, 16.31], [19.86, 18.80, 16.09], [19.84, 19.17, 18.41], [17.51, 17.48, 18.07], [17.73, 18.76, 16.86], [17.64, 18.96, 19.86], [16.51, 19.73, 18.73], [17.15, 22.11, 19.16], [18.90, 22.47, 18.98], [18.38, 21.58, 20.42], [25.32, 15.26, 24.78], [26.55, 15.95, 24.79], [26.82, 16.77, 25.97], [26.07, 18.06, 25.83], [26.60, 18.76, 24.65], [25.98, 20.00, 24.22], [24.58, 19.87, 23.65], [24.78, 19.36, 22.28], [23.53, 19.50, 21.53], [24.45, 15.84, 24.47], [25.13, 14.79, 25.77], [25.47, 14.50, 24.01], [27.89, 16.99, 26.01], [26.53, 16.20, 26.87], [26.20, 18.67, 26.74], [24.97, 17.91, 25.74], [26.59, 18.10, 23.88], [26.57, 20.50, 23.47], [25.90, 20.62, 25.12], [24.05, 20.84, 23.61], [24.06, 19.19, 24.32], [22.67, 18.99, 21.99], [23.72, 19.06, 20.55], [23.33, 20.58, 21.38], [21.62, 13.94, 19.22], [20.98, 15.17, 19.39], [21.40, 16.22, 20.47], [20.83, 17.31, 20.53], [22.52, 15.80, 21.28], [23.20, 14.68, 21.02], [22.76, 13.55, 19.96], [23.46, 12.54, 19.85], [24.19, 14.30, 21.83], [19.97, 15.41, 18.67], [21.10, 13.23, 18.61], [22.89, 16.35, 22.13], [24.48, 13.50, 21.36], [19.84, 17.47, 18.71], [17.96, 10.87, 17.29], [18.23, 10.14, 16.21], [19.08, 10.58, 15.05], [19.16, 9.85, 14.11], [19.70, 11.91, 15.22], [19.39, 12.69, 16.26], [18.39, 12.26, 17.39], [18.06, 13.01, 18.25], [19.85, 13.95, 16.28], [17.66, 8.93, 16.08], [17.32, 10.36, 18.01], [20.32, 12.35, 14.49], [19.78, 14.41, 17.19], [17.97, 8.53, 15.26], [24.18, 15.81, 14.90], [23.82, 14.54, 14.70], [23.79, 13.41, 15.69], [23.25, 12.38, 15.35], [24.31, 13.74, 16.98], [24.67, 14.98, 17.27], [24.69, 16.12, 16.26], [25.03, 17.22, 16.59], [25.12, 15.33, 18.49], [23.54, 14.15, 13.41], [24.16, 16.53, 14.09], [24.19, 13.01, 17.78], [25.08, 16.30, 18.57], [23.30, 13.22, 13.39], [11.35, 18.55, 21.94], [10.84, 19.75, 21.56], [11.68, 20.89, 21.00], [11.14, 21.93, 20.73], [13.03, 20.57, 20.69], [13.54, 19.35, 20.87], [12.75, 18.21, 21.58], [13.29, 17.17, 21.87], [14.76, 19.02, 20.52], [9.55, 19.96, 21.73], [10.68, 17.84, 22.40], [13.68, 21.26, 20.17], [15.08, 18.13, 20.81], [9.30, 20.81, 21.33]],
  "mulliken_charge": [-1.0278, 0.0027, -0.7736, 0.4055, -0.4695, 0.1211, -1.0699, 0.1439, -1.0321, 0.3813, 0.3384, 0.2378, 0.2692, 0.3205, 0.4544, -0.4177, 0.0665, 0.4766, -0.3309, 0.3557, 0.5527, 0.3346, 0.2703, 0.3446, -0.6964, -0.3595, 0.3615, -1.3507, 0.1281, -0.2395, -0.7964, -0.3825, -0.8040, 0.2775, 0.1027, 0.3161, 0.6542, -0.2480, 0.4236, 0.4214, 0.3541, 0.3564, -0.3538, 0.3994, 0.5123, 0.2912, 0.3235, 0.2765, -0.7276, -0.3253, -0.5162, -0.7966, 0.0150, -1.0884, 0.5222, -0.4185, 0.8418, 0.2974, 0.3072, 0.2473, 0.3410, 0.3617, 0.3311, 0.4828, 0.1707, 0.2961, 0.4270, 0.0987, -0.4515, 0.3895, -0.2859, -0.5704, -0.4119, -0.4008, -0.4942, 1.3615, -0.4473, 0.9591, -0.9091, -0.4836, -0.2742, 0.2338, 0.2790, 0.0744, 0.4032, 0.2093, 0.0030, -1.0141, 0.3600, -0.5283, -0.1051, 0.2658, 0.5040, 0.3056, 0.0766, 0.1539, -0.9433, -0.1548, 1.7683, -0.2670, 2.1823, -0.5102, 0.1069, -0.1985, -0.7841, 0.3510, -0.0257, 0.3238, -0.6275, -0.2504, -0.0051, -0.6955, 0.6229, -0.1300, 0.4844, -0.3402, 0.5992, 0.2824, 0.2353, 0.2036, -0.3881, -0.3816, -0.7063, -0.3634, -0.3100, -0.9764, -0.2748, -0.3534, -0.5449, 0.1391, 0.3450, 0.0829, 0.3321, 0.3758, 0.3976, 0.1938, 0.3125, 0.3177, 0.4222, 0.4245, 0.2249, 0.1391, 0.1453, 0.4636, -0.0790, 0.0188, 0.3032, -0.4341, -1.5093, 0.3146, 0.2199, -0.7954, -0.4200, -0.7210, 0.5150, 0.5778, 0.3539, -1.1202, -1.1186, 0.3942, 0.5204, -0.6522, -0.5722, 0.4111, 0.5238, -0.3818, 0.5960, -0.5887, 0.4459, 0.7584, -0.1768, 0.3364, -0.4945, 0.3637, 0.6270, -0.6713, -1.0227, 0.1889, 0.9776, -0.5640, -0.5909, -0.6079, 0.6082, 0.5204, 0.3171, 0.3409, -1.0531, 0.2723, 0.6063, -0.6054, -0.8806, 0.6020, 0.8230, -0.5457, -0.1349, -0.5372, 0.4335, 0.4832, 0.2421, 0.3453],
  "homo_lumo_gap_ha": 0.2552,
  "homo_energy_ev": -8.258,
  "e_lumo_ev": -1.315,
  "mol_weight_g_mol": 1359.522,
  "spin_multiplicity": 1,
  "e_tot_ha": -4784.70909
}